Here is a cluster of 2 separate species, C5H14 in total at a distorted geometry from the OMol25 dataset. Energies are from ωB97M-V with the def2-TZVPD basis set.

```
19
C5H14, DFT ωB97M-V with the def2-TZVPD basis set
C -0.08777 -2.40860 -0.97286
C 0.57198 -1.36521 -1.91283
C 0.47930 0.06821 -1.37128
C -0.80332 1.25121 1.60020
C -0.02682 2.27942 2.43852
H 0.65540 2.84793 1.80742
H -0.77838 -1.78674 -0.38917
H -1.87682 1.21970 1.79855
H 0.97023 0.03116 -0.41587
H 0.50050 -3.14701 -0.44940
H -0.34617 0.29650 1.39380
H 1.62826 -1.63464 -1.91840
H -0.66393 2.89144 3.03993
H 0.11532 -1.44153 -2.89431
H -1.01170 1.83727 0.69076
H -0.83596 -3.00442 -1.50760
H 0.89020 0.85778 -1.98997
H 0.65192 1.81217 3.16034
H -0.58411 0.18198 -1.15742
```

Values from the calculation:
Kohn-Sham gap	12.2	eV
HOMO energy	-0.4046	Ha
E_LUMO	1.157	eV
energy relative to the best compared isomer or geometry (same formula, charge and spin)	23.7	kcal per mole
SMILES	CCC.CC
multiplicity	1

These are the Löwdin partial charges, in e, on atoms 1 to 2: atom 1 (C): -0.112, atom 2 (C): -0.308